{"formula": "C5H12N2O", "method": "wB97M-V/def2-TZVPD", "homo_ev": -8.416, "molar_mass_g_mol": 116.164, "relative_energy_kj_mol": 297.6, "fmax_ev_per_a": 3.6, "orbital_gap_ev": 9.16, "smiles": "CC(C)(C=O)C(N)N", "e_lumo_ev": 0.7, "species": ["C", "C", "C", "C", "O", "C", "N", "N", "H", "H", "H", "H", "H", "H", "H", "H", "H", "H", "H", "H"], "xyz": [[0.381, 1.649, -0.695], [0.157, 0.160, -0.431], [0.070, -0.615, -1.751], [1.349, -0.437, 0.442], [2.266, -1.113, -0.057], [-0.994, -0.196, 0.490], [-1.342, 0.640, 1.531], [-0.134, -1.499, 1.236], [0.850, 1.808, -1.669], [1.040, 2.131, 0.035], [-0.542, 2.234, -0.717], [-0.696, -0.191, -2.408], [1.038, -0.579, -2.257], [-0.163, -1.673, -1.600], [1.563, 0.257, 1.288], [-1.853, -0.677, 0.029], [-1.129, 1.627, 1.481], [-1.960, 0.209, 2.208], [-0.010, -2.304, 0.625], [0.111, -1.430, 2.221]], "atomic_forces_ev_per_a": [[0.0, 0.4, -0.2], [0.7, 0.0, 0.0], [0.0, 0.0, 0.1], [1.1, 0.6, -1.9], [-1.3, 0.6, 0.8], [1.6, -2.9, 1.4], [0.1, 0.4, 0.2], [-1.2, 2.1, -1.6], [0.0, -0.1, 0.1], [-0.1, -0.2, 0.1], [-0.1, -0.1, 0.0], [0.0, 0.0, 0.1], [-0.1, 0.0, 0.1], [0.0, 0.1, 0.1], [-0.2, -0.5, 0.2], [0.1, -0.2, -0.2], [-0.3, -0.4, 0.4], [0.1, 0.9, -0.2], [0.0, -0.1, 1.0], [-0.4, -0.6, -0.5]]}

{"formula": "C17H28BFO25S5", "method": "wB97M-V/def2-TZVPD", "homo_ev": -10.367, "molar_mass_g_mol": 822.531, "fmax_ev_per_a": 5.6, "orbital_gap_ev": 9.56, "smiles": "O=C1OC(=O)C(CB(O)O)=C1CCF.O=S1(=O)OCCO1.O=S1(=O)OCCO1.O=S1(=O)OCCO1.O=S1(=O)OCCO1.O=S1(=O)OCCO1", "e_lumo_ev": -0.8, "species": ["O", "C", "O", "C", "O", "C", "C", "B", "O", "O", "C", "C", "C", "F", "H", "H", "H", "H", "H", "H", "H", "H", "O", "S", "O", "O", "C", "C", "O", "H", "H", "H", "H", "O", "S", "O", "O", "C", "C", "O", "H", "H", "H", "H", "O", "S", "O", "O", "C", "C", "O", "H", "H", "H", "H", "O", "S", "O", "O", "C", "C", "O", "H", "H", "H", "H", "O", "S", "O", "O", "C", "C", "O", "H", "H", "H", "H"], "xyz": [[-2.682, -1.123, 5.103], [-2.510, -1.467, 3.926], [-2.534, -0.463, 2.879], [-1.708, -0.994, 1.828], [-1.088, -0.321, 0.970], [-1.804, -2.604, 1.956], [-1.411, -3.504, 0.711], [-0.587, -4.876, 1.038], [0.843, -5.027, 1.139], [-1.360, -6.107, 1.203], [-2.304, -2.892, 3.249], [-2.616, -4.341, 3.823], [-2.754, -4.201, 5.436], [-1.473, -3.690, 5.906], [-2.336, -3.697, 0.044], [-0.715, -2.851, 0.053], [1.251, -4.221, 1.521], [-1.245, -6.453, 2.112], [-3.576, -4.770, 3.368], [-1.734, -5.072, 3.684], [-2.891, -5.236, 5.926], [-3.595, -3.484, 5.724], [0.882, -2.912, -1.579], [2.039, -2.285, -1.010], [2.994, -2.991, -0.210], [1.548, -0.985, -0.188], [2.187, 0.182, -0.711], [2.460, -0.133, -2.173], [2.836, -1.513, -2.193], [3.117, 0.337, -0.159], [1.545, 1.054, -0.590], [3.253, 0.488, -2.591], [1.555, -0.022, -2.777], [2.453, -0.680, -6.805], [1.401, 0.050, -6.164], [1.637, 1.216, -5.367], [0.515, -0.997, -5.298], [-0.842, -0.959, -5.743], [-0.773, -0.558, -7.208], [0.277, 0.408, -7.277], [-1.374, -0.208, -5.152], [-1.316, -1.932, -5.603], [-1.710, -0.134, -7.568], [-0.493, -1.408, -7.837], [4.772, 4.990, -0.684], [4.840, 3.562, -0.574], [3.689, 2.745, -0.332], [5.977, 3.193, 0.521], [6.979, 2.375, -0.085], [6.983, 2.767, -1.553], [5.611, 2.988, -1.881], [6.689, 1.328, 0.044], [7.946, 2.543, 0.390], [7.411, 1.993, -2.190], [7.523, 3.706, -1.710], [-0.659, 8.263, 0.613], [0.604, 8.751, 1.079], [0.730, 9.908, 1.911], [1.584, 8.924, -0.202], [2.753, 8.124, -0.023], [2.312, 6.958, 0.848], [1.395, 7.523, 1.786], [3.508, 8.732, 0.483], [3.140, 7.794, -0.988], [3.148, 6.486, 1.363], [1.776, 6.208, 0.260], [-8.078, -4.705, 1.867], [-6.925, -4.076, 2.435], [-5.974, -4.780, 3.243], [-7.412, -2.756, 3.241], [-6.764, -1.601, 2.706], [-6.488, -1.934, 1.248], [-6.121, -3.315, 1.248], [-5.833, -1.445, 3.259], [-7.401, -0.722, 2.814], [-5.689, -1.324, 0.826], [-7.390, -1.824, 0.639]], "atomic_forces_ev_per_a": [[0.5, -1.4, -4.4], [-1.0, 0.2, 2.3], [2.2, -1.6, -0.2], [0.9, 0.2, -2.2], [-3.0, -2.7, 3.9], [-0.7, 0.5, 1.4], [0.6, 1.4, -0.3], [0.4, -2.0, 0.4], [-2.7, 1.2, 0.8], [1.0, 2.1, 0.5], [1.0, 0.8, -2.8], [0.3, 0.8, 1.7], [0.4, -0.5, -0.7], [-2.0, -0.7, -0.6], [1.3, 0.1, 1.3], [-1.2, -0.9, 1.1], [-0.1, -0.5, -0.8], [0.3, -0.1, -1.0], [1.4, 0.7, 0.6], [-1.4, 1.4, -0.1], [0.2, 1.7, -0.8], [1.4, -0.9, -0.3], [0.8, 0.1, 0.5], [0.2, 0.5, -0.2], [-0.8, 0.1, -0.6], [0.0, -0.8, -0.7], [0.6, 0.4, 0.0], [-0.6, 0.5, -0.1], [-0.1, -0.5, 0.9], [-0.1, 0.0, -0.1], [-0.1, -0.3, 0.1], [0.0, -0.3, 0.0], [0.1, 0.1, 0.0], [-0.6, 0.7, 0.7], [-0.1, -0.2, -0.2], [0.1, -0.7, -0.6], [0.5, 0.3, -0.6], [-0.6, 0.3, 0.0], [-0.1, -0.7, -0.1], [0.4, 0.1, 0.8], [0.0, 0.0, -0.1], [0.3, 0.0, 0.1], [0.2, 0.2, 0.0], [-0.1, 0.0, 0.1], [-0.3, -1.0, 0.3], [0.5, 0.0, -0.1], [0.6, 0.8, -0.3], [-0.5, 0.5, -0.7], [0.2, -0.6, -0.2], [0.6, 0.3, 0.2], [-0.7, -0.1, 0.8], [0.1, 0.0, 0.0], [-0.2, 0.2, 0.1], [-0.3, 0.0, 0.0], [0.0, -0.1, 0.0], [0.8, 0.6, 0.4], [0.0, -0.1, 0.0], [-0.3, -0.8, -0.5], [-0.6, -0.3, 0.5], [0.6, -0.1, 0.3], [0.0, -0.4, -0.6], [-0.1, 0.9, -0.2], [0.0, -0.1, 0.0], [-0.2, 0.1, 0.0], [-0.2, 0.1, 0.1], [0.1, 0.0, 0.0], [0.9, 0.2, 0.7], [-0.3, 0.2, -0.2], [-0.6, 0.2, -0.6], [0.0, -0.7, -0.6], [0.6, 0.4, 0.0], [-0.5, 0.4, -0.1], [0.0, -0.3, 0.9], [0.0, 0.1, -0.1], [-0.1, -0.2, 0.1], [0.1, -0.3, 0.1], [0.0, 0.1, 0.0]]}

{"formula": "C30H35F7N3O21S", "method": "wB97M-V/def2-TZVPD", "homo_ev": -12.478, "molar_mass_g_mol": 938.663, "fmax_ev_per_a": 10.2, "orbital_gap_ev": 6.70, "e_lumo_ev": -5.8, "total_charge": 1, "species": ["C", "C", "C", "C", "N", "C", "C", "C", "O", "C", "S", "O", "O", "F", "C", "C", "N", "C", "C", "N", "H", "H", "H", "H", "H", "H", "H", "H", "H", "H", "H", "H", "H", "H", "H", "H", "H", "C", "C", "O", "C", "O", "O", "F", "H", "H", "H", "C", "C", "O", "C", "O", "O", "F", "H", "H", "H", "C", "C", "O", "C", "O", "O", "F", "H", "H", "H", "C", "C", "O", "C", "O", "O", "F", "H", "H", "H", "C", "C", "O", "C", "O", "O", "F", "H", "H", "H", "C", "C", "O", "C", "O", "O", "F", "H", "H", "H"], "xyz": [[-2.612, 3.448, -0.752], [-1.957, 2.252, -1.176], [-1.068, 0.876, -1.514], [-0.792, 0.159, -0.066], [-1.981, -0.510, 0.656], [-1.583, -1.794, 0.932], [-2.680, -2.697, 1.750], [-2.761, -2.058, 3.291], [-3.888, -1.518, 3.792], [-0.070, -2.149, 0.368], [0.795, -3.424, 1.433], [2.251, -3.749, 1.022], [0.005, -4.781, 1.347], [0.778, -3.003, 3.130], [0.637, -0.645, 0.183], [1.636, -0.922, -1.086], [3.122, -1.009, -0.702], [1.212, 0.016, 1.567], [2.192, 1.315, 1.370], [2.078, 2.297, 0.419], [-3.035, 4.327, -0.069], [-0.113, 1.257, -2.073], [-1.666, 0.206, -2.265], [-0.643, 1.110, 0.640], [-2.873, -0.006, 0.860], [-3.751, -2.628, 1.247], [-2.359, -3.814, 1.886], [-1.790, -2.119, 3.948], [-0.320, -2.762, -0.600], [1.411, -1.952, -1.647], [1.588, -0.098, -1.937], [3.673, -1.473, -1.463], [3.248, -1.473, 0.224], [1.880, -0.827, 2.086], [0.367, 0.259, 2.374], [3.076, 1.443, 2.159], [1.252, 2.053, -0.170], [3.665, -6.398, 1.150], [4.953, -6.205, 0.424], [5.572, -7.468, 0.508], [4.546, -8.362, 0.575], [4.668, -9.560, 0.383], [3.359, -7.751, 0.877], [5.734, -5.304, 1.060], [3.764, -6.260, 2.232], [2.877, -5.736, 0.782], [4.836, -5.921, -0.628], [3.690, 2.988, -3.940], [3.979, 1.880, -4.894], [3.026, 0.898, -4.557], [1.959, 1.592, -4.070], [0.842, 1.121, -3.931], [2.291, 2.883, -3.764], [5.212, 1.368, -4.679], [4.189, 2.857, -2.974], [3.961, 3.967, -4.345], [3.869, 2.155, -5.948], [-1.128, 0.450, -6.143], [-1.640, -0.907, -5.800], [-2.610, -1.153, -6.792], [-2.191, -0.451, -7.881], [-2.612, -0.627, -9.012], [-1.235, 0.471, -7.553], [-2.253, -0.900, -4.595], [-1.741, 1.254, -5.721], [-0.092, 0.597, -5.827], [-0.878, -1.693, -5.826], [-4.082, 5.063, -6.113], [-2.760, 5.408, -5.517], [-2.595, 4.444, -4.502], [-3.280, 3.349, -4.937], [-3.149, 2.230, -4.471], [-4.128, 3.658, -5.966], [-2.795, 6.631, -4.942], [-4.921, 5.512, -5.572], [-4.151, 5.349, -7.166], [-1.922, 5.349, -6.220], [1.712, 3.423, 6.344], [1.146, 2.353, 5.474], [2.266, 1.882, 4.759], [3.327, 2.088, 5.589], [4.420, 1.566, 5.443], [3.016, 2.945, 6.609], [0.262, 2.868, 4.590], [1.777, 4.392, 5.837], [1.145, 3.549, 7.270], [0.684, 1.526, 6.023], [-4.225, -0.373, 6.867], [-4.989, -0.162, 8.129], [-4.032, 0.388, 9.005], [-3.157, 1.055, 8.201], [-2.353, 1.881, 8.601], [-3.294, 0.690, 6.890], [-5.409, -1.340, 8.642], [-3.687, -1.326, 6.852], [-4.863, -0.316, 5.980], [-5.836, 0.526, 8.031]], "atomic_forces_ev_per_a": [[5.0, -8.8, -1.8], [-4.1, 7.6, 3.4], [-1.8, 1.3, -0.2], [1.1, 4.8, 0.5], [4.6, -4.3, -1.2], [-2.8, 1.7, 0.8], [0.2, 0.4, 0.8], [-5.2, 2.3, 2.0], [7.3, -3.5, -3.6], [-2.2, 1.6, 1.1], [2.5, -8.7, 0.1], [-5.2, 3.4, 1.6], [1.8, 6.2, 0.6], [-0.2, 0.0, -3.6], [-2.0, -1.6, -0.3], [1.5, 0.0, -1.6], [-1.3, 0.0, 0.4], [1.5, -1.2, 0.7], [0.0, 2.8, -2.1], [-0.3, -4.7, 3.7], [1.1, -2.4, -2.1], [-1.7, -1.0, 1.4], [1.1, 1.3, 1.4], [-0.3, -1.8, -1.7], [0.8, -0.8, -0.2], [2.4, 0.0, 1.0], [-0.4, 2.1, -0.5], [-1.8, 0.1, -1.2], [1.0, 1.1, 1.6], [-0.3, 2.2, 1.3], [-0.3, -1.6, 2.0], [-0.9, 0.5, 1.3], [0.0, 0.1, -1.4], [-1.2, 1.9, -1.0], [1.6, -0.5, -2.0], [-2.1, -0.5, -1.8], [0.6, 0.3, 0.3], [-1.1, 0.6, 0.3], [0.7, 0.3, 0.2], [-0.8, -0.1, -0.3], [0.1, -3.6, -0.3], [-0.3, 3.1, 0.5], [0.8, -0.5, -0.3], [0.2, 0.3, -0.1], [0.2, 0.1, -0.1], [0.2, -0.5, 0.1], [0.2, 0.1, 0.1], [0.7, 1.2, 0.4], [1.2, -0.2, -0.3], [-1.3, 0.6, 0.2], [-1.5, -0.2, 0.4], [2.1, 0.8, 0.0], [-0.9, -1.5, -0.3], [0.0, -0.1, -0.2], [0.0, -0.2, -0.2], [-0.3, -0.1, 0.1], [0.1, -0.2, 0.1], [0.9, 1.0, 0.4], [-0.3, -0.1, 0.3], [0.7, 0.2, -0.3], [-1.1, -0.1, -3.4], [1.0, 0.5, 2.9], [-0.7, -0.8, -0.5], [-0.1, -0.3, 0.6], [0.0, -0.4, 0.1], [-0.3, -0.1, -0.3], [-0.1, 0.0, 0.2], [-0.8, 0.5, -0.9], [0.2, 0.9, 0.3], [-0.3, -0.8, -0.6], [-0.2, -2.4, 0.9], [-0.3, 2.4, -0.9], [0.9, -0.6, 0.9], [0.2, 0.1, 0.0], [0.3, 0.1, 0.1], [0.0, -0.3, 0.1], [0.0, 0.2, 0.1], [-0.4, 0.9, 0.9], [-0.6, 0.1, -0.3], [0.2, -0.1, 0.6], [3.5, -1.0, 0.2], [-2.8, 1.3, 0.2], [0.4, -0.9, -0.9], [-0.4, -0.1, -0.3], [-0.1, -0.2, -0.2], [0.2, -0.1, -0.1], [-0.1, 0.1, -0.2], [-0.3, -0.5, -1.2], [-0.5, -0.6, 0.6], [0.3, 0.6, -0.8], [2.2, 2.1, 1.1], [-1.8, -2.0, -1.1], [0.2, 0.5, 0.8], [-0.2, 0.0, 0.1], [-0.2, 0.0, 0.2], [0.2, 0.1, 0.1], [0.0, -0.2, 0.1]]}

{"formula": "C4H16F3O4V", "method": "wB97M-V/def2-TZVPD", "homo_ev": [-6.253, -9.939], "molar_mass_g_mol": 236.106, "relative_energy_kj_mol": 73.7, "s_squared": 6.01, "multiplicity": 5, "fmax_ev_per_a": 2.1, "orbital_gap_ev": [6.82, 5.52], "e_lumo_ev": [0.6, -4.4], "species": ["V", "F", "F", "F", "C", "O", "H", "H", "H", "H", "C", "O", "H", "H", "H", "H", "C", "O", "H", "H", "H", "H", "C", "O", "H", "H", "H", "H"], "xyz": [[-0.590, -0.262, 0.101], [-1.278, 1.567, 0.765], [0.235, -2.090, -0.448], [-2.520, -1.275, 0.496], [-0.246, -2.016, 2.898], [-0.654, -0.771, 2.380], [-1.157, -2.518, 3.224], [0.133, -2.675, 2.117], [0.448, -2.033, 3.739], [-0.852, -0.187, 3.115], [-2.539, 1.008, -2.346], [-1.775, -0.083, -1.881], [-2.182, 1.907, -1.844], [-2.566, 1.064, -3.435], [-3.574, 0.778, -2.093], [-1.555, -0.579, -2.673], [1.508, 0.152, -2.258], [0.601, 0.872, -1.407], [1.717, 0.679, -3.189], [2.489, 0.077, -1.788], [1.205, -0.883, -2.418], [0.762, 1.810, -1.534], [2.032, 1.282, 1.527], [1.526, -0.007, 1.002], [2.344, 1.171, 2.566], [2.907, 1.553, 0.935], [1.372, 2.138, 1.383], [2.209, -0.679, 1.068]], "atomic_forces_ev_per_a": [[0.4, 0.7, -0.8], [0.3, -0.8, -0.4], [-0.5, 0.8, 0.2], [-0.2, -0.2, 0.3], [-0.9, -1.6, 0.1], [0.3, 0.1, 0.1], [0.0, -0.3, 0.4], [0.2, 0.6, -0.3], [0.2, 0.7, -0.1], [-0.2, 0.4, -0.2], [-1.1, 0.1, 0.4], [0.2, -0.8, -0.3], [-0.2, 0.1, -0.2], [0.6, 0.2, 0.0], [-0.2, 0.5, 0.3], [0.4, -0.5, 0.4], [0.9, 0.1, 0.3], [0.7, -0.3, -0.9], [-0.5, 0.0, -0.2], [0.1, 0.0, 0.4], [-0.5, 0.3, 0.1], [-0.2, 0.1, 0.3], [0.8, -1.1, -0.8], [0.2, 1.9, 0.7], [-0.2, 0.1, 0.0], [0.3, -0.1, 0.1], [-0.8, -0.8, 0.1], [0.0, 0.0, 0.0]]}

{"formula": "C5H38O16", "method": "wB97M-V/def2-TZVPD", "homo_ev": -3.659, "molar_mass_g_mol": 354.343, "fmax_ev_per_a": 3.0, "orbital_gap_ev": 8.37, "e_lumo_ev": 4.7, "total_charge": -2, "species": ["C", "O", "C", "C", "C", "C", "O", "H", "H", "H", "H", "H", "H", "H", "H", "H", "H", "H", "H", "O", "H", "H", "O", "H", "H", "O", "H", "H", "O", "H", "H", "O", "H", "H", "O", "H", "H", "O", "H", "H", "O", "H", "H", "O", "H", "H", "O", "H", "H", "O", "H", "H", "O", "H", "H", "O", "H", "H", "O"], "xyz": [[0.103, -0.147, -1.162], [1.139, -0.395, -0.155], [-1.008, -1.209, -0.948], [-2.475, -0.844, -1.216], [-2.849, 0.560, -0.724], [-2.424, 0.903, 0.726], [-2.934, 2.222, 1.016], [-0.398, 0.804, -0.971], [0.644, -0.186, -2.101], [-0.660, -2.093, -1.486], [-1.025, -1.528, 0.098], [-3.150, -1.513, -0.675], [-2.756, -0.944, -2.270], [-3.939, 0.695, -0.752], [-2.517, 1.364, -1.388], [-1.342, 1.038, 0.584], [-2.779, 0.406, 1.635], [3.125, -2.938, -2.636], [2.123, -2.095, -2.187], [2.198, -3.073, -2.401], [2.096, -0.418, -0.891], [2.879, 0.240, -2.232], [3.005, -0.584, -1.743], [-2.758, -3.766, 1.126], [-1.779, -4.078, 2.184], [-2.257, -4.519, 1.439], [-1.002, 2.561, -3.238], [-1.036, 3.651, -2.124], [-0.514, 3.328, -2.906], [-2.480, 2.940, 0.314], [-2.010, 4.686, -0.236], [-1.787, 3.792, -0.531], [-1.897, 2.990, 2.096], [-0.683, 3.663, 1.696], [-1.124, 3.463, 2.541], [1.463, 2.350, 3.219], [-0.142, 2.474, 3.507], [0.768, 2.295, 3.892], [0.743, -4.139, -2.924], [-0.463, -4.604, -2.094], [0.054, -4.826, -2.878], [1.594, -3.459, -0.225], [1.026, -2.050, 0.266], [1.345, -2.952, 0.552], [1.968, 3.264, 0.345], [0.759, 3.854, -0.407], [1.615, 4.108, -0.037], [3.288, 1.106, 0.848], [1.836, 0.878, 0.328], [2.436, 1.567, 0.800], [0.210, 0.386, 3.239], [0.306, -0.111, 1.668], [-0.058, -0.247, 2.566], [-0.283, -2.014, 2.787], [0.210, -3.145, 1.934], [-0.478, -2.956, 2.608], [4.868, 0.216, -0.721], [4.294, -0.853, 0.063], [4.910, -0.119, 0.182]], "atomic_forces_ev_per_a": [[-0.6, -0.5, 2.0], [-0.8, 0.3, -1.5], [0.3, -0.5, -0.2], [-0.1, 0.6, -0.4], [-1.3, -0.3, 0.7], [0.0, 2.7, -1.1], [0.1, 0.4, -0.4], [0.7, 0.4, -0.4], [-0.7, 0.1, -0.6], [-0.5, -0.3, -0.1], [0.5, 0.3, 0.1], [0.3, -0.4, 0.0], [0.1, 0.1, 0.0], [0.0, -0.3, -0.1], [0.5, -0.1, 0.3], [0.0, -0.6, 1.2], [0.5, -1.2, -0.8], [0.2, -0.8, -0.2], [-0.4, -0.4, 0.1], [0.4, 1.4, 0.0], [0.4, -0.7, 0.1], [0.2, -0.1, -0.1], [-0.8, 0.4, 0.2], [-0.2, 0.1, -0.4], [0.2, -0.3, -0.6], [-0.1, 0.0, 0.7], [0.1, 0.3, 0.3], [0.0, -0.3, 0.2], [-0.2, -0.1, -0.3], [-0.2, -0.5, 0.1], [0.1, -0.2, -0.1], [0.1, 0.3, 0.0], [0.1, 0.0, 0.7], [0.4, 0.3, 0.4], [-0.9, -0.3, -1.1], [-0.7, 0.1, -0.2], [1.5, 0.5, -0.4], [-0.3, -0.7, 0.7], [0.0, -0.2, 0.2], [0.1, 0.0, -0.1], [-0.1, 0.1, -0.1], [0.0, 0.2, -0.3], [0.8, -0.6, 0.0], [-0.2, 0.2, 0.3], [-0.2, 0.6, -0.4], [-0.1, 0.1, -0.1], [0.2, -0.6, 0.4], [-0.1, 0.2, 0.0], [0.7, 0.9, 0.9], [-0.3, -0.6, -0.2], [0.6, 0.6, -0.5], [0.3, 0.4, 0.7], [-0.5, -1.0, -0.2], [-0.4, 0.1, 0.1], [-0.3, -0.3, 0.0], [0.6, 0.2, 0.1], [0.0, 0.2, 0.0], [-0.1, -0.1, 0.2], [0.2, -0.1, 0.1]]}